No. 1
# C5H9N5S

A single C5H9N5S molecule in a non-equilibrium geometry (ωB97M-V with the def2-TZVPD basis set, the OMol25 dataset).

Results
Multiplicity = 1
Charge = 0
HOMO energy = -0.3380 hartree
Total energy = -867.7369 a.u.
HOMO-LUMO gap = 9.271 eV

CARTESIAN COORDINATES (ANGSTROEM)
C1 0.039 0.244 3.668
C2 0.919 -0.084 0.605
C3 -1.340 0.290 3.182
C4 0.772 1.053 -1.522
C5 0.847 -1.341 -1.487
N1 0.523 0.749 4.820
N2 1.059 -0.433 3.107
N3 1.767 0.363 4.913
N4 2.110 -0.361 3.898
N5 0.739 -0.125 -0.750
S1 1.019 -1.416 1.532
H1 -2.070 0.832 3.788
H2 -1.329 0.733 2.090
H3 -1.907 -0.664 3.098
H4 1.825 1.390 -1.643
H5 0.307 0.756 -2.447
H6 0.181 1.840 -1.060
H7 1.887 -1.456 -1.889
H8 0.547 -2.144 -0.825
H9 0.356 -1.289 -2.354

---

No. 2
# C4H6ClNS

2 unconnected molecules or ions with the total composition C4H6ClNS in a non-equilibrium geometry (ωB97M-V with the def2-TZVPD basis set, the OMol25 dataset).

Results
Multiplicity = 1
Charge = 0
HOMO energy (spin up / spin down) = -0.3018 / -0.2721 hartree
Total energy = -1068.9544 a.u.
HOMO-LUMO gap (spin up / spin down) = 8.143 / 5.935 eV

CARTESIAN COORDINATES (ANGSTROEM)
C1 2.086 -2.246 0.286
C2 0.960 -1.717 -0.343
C3 -1.893 0.391 -0.087
C4 -0.609 2.466 0.010
N1 -0.876 1.022 -0.145
S1 -0.603 -2.455 -0.230
Cl1 -3.506 0.392 0.085
H1 3.132 -1.898 0.242
H2 2.055 -3.275 0.838
H3 0.782 -0.756 -0.829
H4 0.205 2.540 0.729
H5 -1.628 2.858 0.452
H6 -0.105 2.678 -1.009

---

Molar mass, respectively: 171.2 135.6 g/mol.
Relative energy (zero: lowest compared OMol25 entry of this formula, charge and spin), respectively: 309.9 483.6 kJ/mol.